49
Properties=species:S:1:pos:R:3:forces:R:3 method="wB97M-V/def2-TZVPD" largest_force_ev_per_a=17.4 charge=+1 gap_ev=9.22 energy_ha=-888.716798 homo_energy_ev=-12.23 lumo_ev=-3.01 relative_energy_kj_mol=1104.4 molar_mass_g_mol=253.36
O -0.643909 -0.342604 -0.619452 5.0 -2.3 6.8
H -0.896339 -0.223090 0.299012 0.8 0.6 -0.6
H -1.401122 -0.641656 -1.128174 4.0 1.1 3.6
H -0.235507 0.459799 -0.952557 0.5 -0.4 1.8
O -0.009680 1.019067 -1.843598 2.2 6.1 -8.7
H 0.871927 1.262991 -2.125563 0.6 0.2 -0.2
H -0.477596 1.851044 -1.772166 -0.1 0.5 -0.2
O -2.117087 -0.764501 -1.722932 -13.2 -4.0 -10.6
H -2.339756 -1.694555 -1.763599 -0.2 -0.8 -0.6
H -2.955217 -0.312576 -1.820637 -0.4 0.6 -0.1
O -1.208094 -0.861389 1.284543 -1.6 -2.8 6.0
H -1.104476 -0.760006 2.230705 0.1 0.1 0.6
H -1.862864 -1.552836 1.187556 -0.1 -0.4 -0.1
C 3.334554 -2.276066 -0.481785 1.4 -0.5 1.1
C 2.067018 -2.914627 -1.008122 1.0 1.5 1.4
C 0.837412 -2.118955 -0.713544 0.9 -0.6 -1.3
O 2.247288 -3.119847 -2.377728 -0.7 -0.9 -0.3
H 3.660993 -1.277703 -0.773016 -0.6 0.2 -0.2
H 4.201672 -2.894925 -0.712474 0.0 -0.3 -0.6
H 3.387843 -2.390724 0.600851 -0.3 0.5 0.3
H 1.968220 -3.756991 -0.323472 0.0 -1.2 -0.8
H 0.002797 -2.711057 -1.088950 -0.4 0.0 0.3
H 0.735194 -1.136826 -1.175153 1.4 -1.3 -0.4
H 0.786014 -1.883641 0.349512 -0.8 -1.3 -1.0
H 2.885185 -3.835998 -2.420335 0.2 -0.1 -0.5
C 2.922594 2.015517 0.774533 -0.1 -0.3 0.2
C 1.908966 0.902322 0.503500 2.0 -0.1 0.9
C 1.828284 -0.208725 1.575914 0.4 -0.4 -1.1
O 0.662395 1.453659 0.286158 0.6 1.4 1.1
H 2.758958 2.444437 1.763145 0.4 -0.2 0.3
H 2.814833 2.859196 0.092849 -0.1 -0.2 -0.3
H 3.911217 1.579623 0.630550 0.2 0.3 0.5
H 2.282602 0.437177 -0.408722 -0.5 -0.2 -0.3
H 1.219907 0.076607 2.434157 0.5 0.1 0.3
H 2.778754 -0.708233 1.763474 0.4 1.0 0.9
H 1.410170 -1.093527 1.095909 -0.3 1.2 0.8
H 0.352546 1.812297 1.121008 0.1 0.0 0.3
C -3.310020 1.535160 1.870179 -2.2 0.4 1.8
C -2.924217 1.238562 0.479764 0.0 1.0 -1.1
C -3.467934 2.231034 -0.594252 -0.3 -1.1 1.5
O -1.560599 1.402086 0.520462 1.0 2.5 0.1
H -2.789015 0.884006 2.572076 -0.1 0.0 -0.1
H -4.373051 1.535872 2.111174 -0.3 -0.8 -0.2
H -3.132148 2.566223 2.175753 0.8 0.2 -0.4
H -2.951628 0.184215 0.204634 -1.3 0.1 0.1
H -4.506020 1.953423 -0.777047 0.0 0.6 -0.4
H -2.850708 2.265933 -1.491976 -0.2 -0.4 -0.2
H -3.374068 3.204287 -0.112521 -0.4 0.2 -0.2
H -1.346287 2.306522 0.280354 0.0 0.3 0.2



56
Properties=species:S:1:pos:R:3:forces:R:3 method="wB97M-V/def2-TZVPD" largest_force_ev_per_a=5.0 charge=-1 gap_ev=8.91 energy_ha=-1168.137928 homo_energy_ev=-6.34 lumo_ev=2.56 relative_energy_kj_mol=274.1 molar_mass_g_mol=333.22
B -0.407861 -0.711145 0.043204 -0.3 -0.4 0.4
H -0.198720 0.220062 0.546545 0.7 3.6 1.6
H -1.464308 -0.875626 0.188475 -3.7 -1.1 0.2
H -0.199110 -0.695581 -1.015297 0.7 -0.1 -3.7
H 0.228205 -1.493498 0.427359 2.1 -3.0 1.7
C 1.946336 -1.453263 3.970437 -0.5 -1.5 -0.2
O 2.822432 -2.084488 4.512410 1.5 -0.3 1.4
N 2.037633 -0.844032 2.816276 1.3 1.4 -1.5
N 0.675668 -1.453270 4.346608 -2.4 -0.3 2.2
H 1.150313 -0.762891 2.340695 0.9 0.5 -1.0
H 2.986645 -0.749755 2.483749 -0.7 0.2 -0.9
H 0.425911 -2.082438 5.096186 -0.2 0.3 -0.3
H -0.024682 -0.998528 3.778438 -0.3 -0.3 0.3
C -3.491474 2.122263 -0.528746 -3.6 1.6 -0.3
O -4.351371 2.685858 0.155209 0.5 0.1 1.2
N -3.223301 2.551731 -1.745499 0.9 1.4 -2.5
N -2.982589 0.942158 -0.340153 0.6 -2.2 1.9
H -2.717611 1.884845 -2.310870 0.1 0.7 -0.6
H -3.614986 3.420162 -2.080925 0.2 -0.5 0.1
H -3.287743 0.492133 0.511000 0.5 -0.2 -0.4
H -2.286516 0.613520 -0.994045 -0.2 -0.3 0.7
C 2.936311 0.642831 -0.435751 3.2 -0.3 -1.8
O 4.059855 0.991025 -0.733762 2.4 1.4 0.2
N 2.182511 1.092274 0.498172 -1.2 2.9 3.3
N 2.359458 -0.306449 -1.066405 -2.0 -3.7 -2.6
H 1.229633 0.806766 0.323237 -0.5 1.0 1.2
H 2.524667 1.981101 0.834340 -0.9 0.0 0.3
H 1.384077 -0.459225 -0.853323 0.4 -0.8 -0.5
H 2.839944 -0.857297 -1.763407 -0.2 0.4 0.1
C 1.590871 -3.298963 -1.843348 1.2 0.1 -1.6
C 2.482429 -3.167847 -3.146025 -0.8 0.1 1.2
O 2.875422 -1.815573 -3.283477 -0.2 0.5 -0.7
H 2.358730 -3.065845 -1.105682 -0.7 -0.5 0.8
H 1.132832 -4.287712 -1.817325 0.6 -0.2 0.4
H 0.740774 -2.626040 -1.731041 0.4 0.4 -0.4
H 1.989862 -3.513269 -4.054963 0.0 -0.2 0.0
H 3.436373 -3.661077 -2.959429 -0.3 -1.0 -0.1
H 3.501711 -1.780945 -4.010219 0.1 0.2 0.0
C -0.022168 2.893743 -2.110528 -0.3 0.9 0.7
C -0.007148 1.594633 -2.885362 -0.3 -0.1 0.2
O -1.139398 0.719230 -2.518940 0.7 1.8 -1.8
H 0.788581 3.613864 -2.220969 0.7 -0.6 -0.6
H -0.050939 2.740728 -1.031706 -0.4 -0.2 0.0
H -0.859468 3.518575 -2.421379 -0.4 -0.3 0.3
H 0.932597 1.057215 -2.758189 -0.1 -0.1 0.1
H -0.076565 1.883560 -3.934075 -0.3 -0.5 -0.2
H -0.797345 0.091366 -1.878320 0.4 -0.5 0.4
C -2.259931 1.397780 3.100885 -0.7 -0.2 1.8
C -2.897330 0.003645 3.188585 0.0 0.4 -1.6
O -2.058329 -0.889123 2.534771 1.1 -1.7 0.7
H -2.944693 2.094278 3.584714 -0.1 0.4 -0.4
H -1.953542 1.733331 2.110119 -0.3 -0.3 0.0
H -1.398181 1.377240 3.768020 0.4 0.0 -0.2
H -3.842307 -0.080074 2.651819 -0.6 0.6 0.3
H -3.064351 -0.422491 4.177831 0.1 0.6 0.3
H -1.997812 -0.729473 1.590078 0.3 0.1 -0.3